ORCA calculation (ωB97M-V with the def2-TZVPD basis set) on a 2-piece molecular cluster, C3H10NOSSi overall.

The geometry in ORCA input format:
```
! RIJCOSX wB97M-V def2-TZVPD def2/J DEFGRID3
* xyz 1 3
C 2.66208 0.17434 -0.07724
C 1.60162 -0.88220 0.29937
C 1.54294 0.95236 -0.67189
N 0.54459 0.00948 -0.10275
O -1.84146 0.12639 0.70392
Si -3.25347 -0.31730 -0.02094
S 0.57689 1.61044 0.55867
H 3.11277 0.53589 0.80633
H 3.40079 0.06155 -0.85363
H 1.49101 -1.72380 -0.32929
H 1.45985 -1.07630 1.31757
H 1.44013 1.33909 -1.72213
H -0.39668 -0.16131 -0.34095
H -1.75745 0.65524 1.50918
H -4.35877 -0.42116 0.90612
H -3.49820 0.62195 -1.09493
H -2.72665 -1.50466 -0.88742
*
```

Calculated values
HOMO level (alpha / beta)	-10.9 / -14.4	eV
expectation value of S²	2.004
E_LUMO (alpha / beta)	-2.9 / -7.6	eV
relative energy (zero: lowest compared OMol25 entry of this formula, charge and spin)	0.00	kcal/mol
calculated total energy	-25510.722	eV

natural (NBO) atomic charge list, values in e, 4 entries: -0.431 -0.190 -0.282 -0.595